{
  "formula": "C5H3Cl2N2",
  "method": "ωB97M-V/def2-TZVPD",
  "elements": ["H", "C", "H", "H", "N", "C", "C", "Cl", "Cl", "N", "C", "C"],
  "positions_angstrom": [[0.2265, 0.9638, -0.2950], [-0.1180, -0.0125, 0.0645], [0.1263, -0.2641, 1.1240], [-1.1830, -0.1857, 0.1672], [2.3010, -1.9680, -2.2238], [-0.0059, -2.3849, -0.6127], [1.6021, -2.9491, -1.9306], [-1.2835, -2.7532, 0.3851], [2.4854, 0.5481, -1.7846], [0.6444, -3.3392, -1.2938], [1.7120, -0.9123, -1.5562], [0.5457, -1.1109, -0.6984]],
  "total_charge": 1,
  "homo_lumo_gap_ev": 8.1,
  "largest_force_ev_per_a": 2.7,
  "de_lowest_kj_mol": 0.0,
  "spin_multiplicity": 1,
  "smiles": "CC1=C(Cl)N=C=[N+]=C1Cl"
}



{
  "formula": "C3H7N3OS",
  "method": "ωB97M-V/def2-TZVPD",
  "elements": ["N", "C", "H", "N", "C", "N", "H", "S", "O", "H", "H", "C", "H", "H", "H"],
  "positions_angstrom": [[-1.6603, -1.0221, 0.0489], [2.3262, -0.4352, -0.0724], [-3.0153, -0.0048, 1.0878], [-2.8467, -0.2869, 0.1523], [-0.5580, -0.3594, -0.4678], [-0.5336, 0.7845, -1.0116], [1.5368, 1.1892, 1.0943], [0.8686, -1.4544, -0.4356], [3.3683, -1.0231, -0.0903], [1.7119, 1.5428, -0.5983], [3.1845, 1.4406, 0.4341], [2.1765, 1.0337, 0.2266], [-3.6032, -0.8557, -0.1981], [-1.4759, -1.7411, 0.7591], [-1.4799, 1.1918, -0.9291]],
  "homo_lumo_gap_ev": 10.0,
  "largest_force_ev_per_a": 1.1,
  "de_lowest_kj_mol": 153.1,
  "spin_multiplicity": 1,
  "smiles": "[H]/N=C(\\NN)SC(C)=O"
}



{
  "formula": "C5H4F4N2O",
  "method": "ωB97M-V/def2-TZVPD",
  "elements": ["F", "C", "H", "C", "C", "F", "H", "O", "H", "F", "N", "N", "C", "F", "H", "C"],
  "positions_angstrom": [[4.3676, -1.2024, -0.3162], [3.0535, -1.2497, -0.1613], [-1.2969, -0.1484, 0.3770], [2.0618, -2.2309, -0.0842], [2.1227, 0.2537, 0.2780], [3.8076, 1.7565, 0.5421], [-0.5479, 0.8674, 1.5258], [2.0529, -3.3940, -0.3365], [-0.3945, 1.1869, -0.1169], [1.8568, 2.5750, 0.5517], [0.9468, -0.2813, 0.4911], [0.7946, -1.5988, 0.1707], [-0.3111, 0.4107, 0.5446], [2.7171, 1.8972, -1.2392], [-0.0600, -2.0851, 0.1769], [2.6133, 1.5368, 0.0665]],
  "homo_lumo_gap_ev": [7.6, 7.6],
  "largest_force_ev_per_a": 10.3,
  "de_lowest_kj_mol": 0.0,
  "spin_multiplicity": 1,
  "smiles": "Cn1[nH]c(=O)c(F)c1C(F)(F)F"
}



{
  "formula": "C19H18BBrF2N6O9PSe4W",
  "method": "ωB97M-V/def2-TZVPD",
  "elements": ["H", "C", "C", "H", "C", "C", "O", "H", "N", "C", "O", "H", "Se", "C", "H", "O", "C", "Se", "H", "C", "O", "C", "F", "N", "H", "H", "C", "N", "H", "C", "F", "H", "N", "C", "O", "B", "C", "N", "H", "C", "C", "Br", "H", "O", "H", "Se", "P", "N", "W", "C", "O", "H", "C", "O", "C", "C", "H", "H", "H", "Se", "O", "H"],
  "positions_angstrom": [[-2.4291, -1.0092, -5.2365], [0.2025, -2.4491, -3.6626], [2.3464, 1.7695, -0.0228], [-2.2131, -3.5352, 0.3940], [3.6111, 1.8520, 0.5362], [-1.3236, -0.2094, -3.5958], [6.1010, 2.1176, 1.5416], [-3.4255, -3.9418, 2.4058], [-0.3434, -0.3305, -2.6977], [-2.1058, 1.0799, -3.5831], [0.8690, 2.2405, -1.8024], [1.1868, -2.2064, 2.1826], [-3.5804, 4.1126, -2.2329], [4.3134, 3.2963, -1.2679], [-0.4734, -0.0282, 2.8743], [1.6353, 4.4817, -3.0999], [-1.4018, -4.1699, 2.9161], [-2.7427, 0.7574, -0.5742], [-1.2066, -4.8982, 2.1296], [2.0522, 2.4302, -1.2202], [-3.1385, 1.2307, -4.1643], [0.3909, -1.4157, -2.7529], [-1.3060, 3.1898, 2.1492], [2.7566, 4.0252, -3.0010], [-3.1697, -2.7804, 4.4160], [-1.0172, -3.0939, -5.3003], [-0.8345, -2.3185, -4.5684], [-2.6072, -3.3347, 2.4545], [0.2860, -1.7176, 4.3357], [0.2830, -2.7623, 1.9314], [0.2649, 3.7808, 0.4540], [-0.8646, -2.8343, 5.0935], [-0.2741, -3.3491, 3.1592], [-0.5930, -2.3345, 4.1615], [0.0043, 1.3143, 0.4088], [-0.8800, 3.1553, 0.9311], [3.0452, 3.2242, -1.8041], [5.9250, 2.6860, 0.4856], [5.0788, 3.8897, -1.7475], [-1.6177, -1.1729, -4.5422], [-1.3365, -0.6324, 2.5995], [1.8494, -1.5274, -1.5383], [-3.6839, -1.6371, 3.1390], [6.7670, 3.2829, -0.1471], [-1.7207, -4.6766, 3.8278], [-4.0065, 2.7127, -0.4134], [-0.8683, -1.5822, 1.0697], [-1.7007, -1.4791, 3.7433], [-0.8893, 2.4641, -1.0962], [-2.8642, -2.2498, 3.5132], [-1.4773, 2.0378, -2.8887], [0.8588, -3.3066, -3.6654], [4.5752, 2.6013, -0.1040], [1.5335, 0.2271, 1.5688], [-2.3519, -2.7211, 1.1071], [1.2814, 1.0335, 0.7029], [0.5760, -3.5631, 1.2492], [-3.2468, -2.1660, 0.8200], [-2.1547, 0.0522, 2.3681], [-1.4448, 4.8405, -1.6243], [3.6662, 4.2064, -3.7771], [3.8336, 1.3410, 1.4618]],
  "total_charge": 1,
  "homo_lumo_gap_ev": 6.8,
  "largest_force_ev_per_a": 2.0,
  "de_lowest_kj_mol": 95.2,
  "spin_multiplicity": 1
}



{
  "formula": "C7H12AsF6MnO15S",
  "method": "ωB97M-V/def2-TZVPD",
  "elements": ["O", "H", "C", "O", "C", "O", "F", "O", "O", "C", "F", "O", "H", "F", "H", "O", "H", "H", "C", "O", "Mn", "O", "F", "O", "C", "H", "H", "O", "H", "H", "S", "H", "O", "F", "O", "H", "O", "H", "C", "C", "O", "As", "F"],
  "positions_angstrom": [[-1.9141, 2.0061, -1.7941], [-2.6256, 0.2283, 1.7191], [-2.8895, -0.3876, -1.0205], [4.2782, -1.1744, -2.4611], [1.0486, 1.3152, -3.4835], [-2.9699, 1.7521, 0.5227], [1.7145, -2.9736, 0.0790], [1.3783, -1.6624, 3.5138], [4.2139, -2.3275, -0.6289], [2.0109, -1.1689, 2.5193], [1.2927, -3.4116, -2.2409], [1.4193, -0.4674, 1.6439], [-3.9914, 1.3121, 3.5849], [0.1370, -4.9385, -0.5465], [-3.9678, -0.3636, -1.1782], [1.0028, 1.1063, -2.2777], [-0.6776, 1.7049, -3.2483], [-4.9814, 1.9869, 2.3962], [3.9080, -1.2262, -1.2555], [3.7455, 2.8184, 1.4313], [1.3354, 0.4977, -0.3242], [1.8772, 3.7756, 2.0479], [-1.3064, -3.0020, -1.9168], [-0.6390, 0.9460, 0.0512], [-3.4456, 0.9174, 1.5175], [-2.3669, -0.7455, -1.9076], [1.1731, 3.4525, 1.4810], [1.8265, 2.3907, 0.3637], [4.6519, -2.8111, -1.3331], [-3.5312, 2.8620, 2.7680], [-1.9321, 1.1767, -0.5882], [-2.7939, -1.0819, -0.1857], [-0.1199, 1.5881, -4.0209], [0.2437, -1.3045, -0.9072], [3.2589, -0.3187, -0.7164], [0.5677, -1.1486, 3.4938], [2.0811, 1.0431, -4.2099], [-4.1913, 0.3033, 1.0125], [-3.9277, 1.8546, 2.6416], [2.5192, 2.9696, 1.2688], [3.1823, -1.4453, 2.3878], [0.2127, -3.1310, -0.8492], [-0.8079, -2.9175, 0.6504]],
  "total_charge": -2,
  "homo_lumo_gap_ev": [6.3, 4.0],
  "largest_force_ev_per_a": 8.4,
  "spin_multiplicity": 7
}



{
  "formula": "C41H98Br2N6O15",
  "method": "ωB97M-V/def2-TZVPD",
  "elements": ["C", "H", "H", "H", "H", "C", "C", "C", "H", "H", "H", "C", "H", "C", "C", "H", "H", "O", "H", "C", "H", "H", "H", "H", "C", "H", "C", "H", "C", "C", "N", "H", "C", "H", "H", "H", "H", "C", "C", "O", "H", "H", "C", "H", "H", "O", "C", "H", "Br", "C", "H", "H", "N", "C", "H", "H", "H", "C", "O", "O", "H", "H", "H", "H", "C", "H", "O", "H", "N", "C", "H", "H", "C", "C", "H", "H", "C", "H", "H", "H", "H", "H", "H", "H", "H", "H", "H", "H", "H", "H", "H", "H", "H", "H", "C", "C", "C", "H", "C", "H", "H", "H", "H", "H", "O", "C", "O", "H", "H", "C", "H", "H", "H", "N", "O", "C", "O", "H", "H", "H", "H", "H", "H", "C", "H", "C", "H", "H", "H", "H", "H", "O", "O", "H", "H", "H", "H", "H", "H", "H", "H", "C", "H", "H", "H", "N", "O", "O", "C", "O", "C", "N", "C", "H", "H", "H", "H", "C", "C", "C", "Br", "H"],
  "positions_angstrom": [[21.1281, 8.1338, -8.2211], [21.6709, 21.1267, -7.6945], [13.5829, 13.4594, -7.8014], [13.6611, 18.2084, -0.0430], [10.9135, 13.7938, -0.8539], [14.6970, 17.9434, -0.2421], [23.6079, 23.1812, -9.4097], [12.7331, 13.8723, -7.2424], [13.5790, 15.7217, -5.3217], [21.6228, 16.0718, -2.8101], [12.9930, 11.7655, -1.1345], [23.3628, 10.6001, -2.9380], [22.3394, 27.9415, -7.4703], [23.1279, 12.6173, -4.2919], [20.2399, 12.2297, -6.5250], [22.3071, 19.4068, -5.6751], [14.8679, 17.0663, 0.3871], [23.5686, 24.5353, -9.7368], [14.4324, 13.0920, -4.0996], [10.6379, 12.7528, -1.0203], [19.1127, 15.4379, -0.1110], [23.7477, 6.5634, -9.4370], [19.0125, 17.2578, -5.1490], [23.9516, 24.6183, -11.8456], [22.8241, 22.8288, -8.1586], [15.7434, 23.2966, -8.4877], [20.3580, 26.5582, -8.0301], [13.1032, 11.7182, -2.8904], [24.2655, 24.9711, -10.8581], [17.2801, 17.1918, 0.8983], [21.1572, 10.5353, -8.2354], [19.9610, 9.4214, -7.0089], [22.6762, 15.8510, -2.5826], [21.6484, 15.4582, 4.5666], [15.5559, 14.1231, -9.7253], [17.0565, 16.5499, 0.0415], [12.6015, 14.1944, -3.5830], [16.6660, 23.0929, -6.1044], [23.1463, 14.1311, -4.1378], [22.9099, 14.5017, -2.7980], [11.8024, 13.3229, -7.3522], [23.2566, 26.5720, -8.1595], [21.4019, 11.7475, -7.4091], [14.4479, 13.4589, -1.6109], [24.2210, 26.0585, -10.9069], [20.5002, 13.4825, -5.9476], [22.5424, 27.3688, -8.3791], [16.5518, 16.9663, 1.6907], [19.0935, 20.3850, -5.0627], [16.8366, 25.1780, -8.3821], [23.7434, 8.0482, -5.9334], [20.4282, 14.5401, -7.8267], [22.5860, 21.4055, -7.9941], [14.0108, 14.7225, -5.3990], [23.4725, 18.9468, -9.0100], [25.3348, 24.7385, -10.7671], [22.3754, 14.7244, 3.2194], [20.2546, 14.5970, -6.7457], [11.3530, 12.3692, -2.2143], [15.4937, 18.9533, 0.4151], [20.8888, 7.3078, -7.5304], [15.5759, 23.0360, -6.2203], [17.5836, 19.2188, -3.2896], [11.0742, 12.1554, -0.2152], [23.4404, 7.5660, -5.0065], [20.0114, 27.4958, -7.5664], [17.3836, 23.0225, -7.3149], [17.1151, 18.9043, -4.8226], [18.0176, 25.7198, -7.6871], [23.5679, 19.1035, -7.9367], [23.4309, 22.5254, -10.2720], [14.9013, 17.7525, -1.2946], [16.1647, 15.0003, -9.5376], [20.6649, 15.6788, 1.4824], [19.7148, 17.6995, -3.6076], [22.3503, 11.6051, -6.8808], [16.8717, 18.6113, 0.4833], [18.7684, 15.0796, 1.5524], [19.1888, 14.8690, -6.6716], [19.3799, 12.2380, -7.2022], [24.9191, 9.4942, -4.0121], [24.6586, 22.9035, -9.1956], [14.8671, 14.6723, -6.0777], [19.1371, 25.9429, -9.6070], [20.6548, 15.5903, -6.5168], [17.3234, 19.3272, 1.1754], [23.0335, 17.8212, -5.7438], [20.4122, 8.0268, -9.0382], [21.9741, 10.4281, -8.8244], [22.2688, 10.6767, -2.9532], [24.6082, 20.9635, -8.0188], [16.0232, 25.5036, -7.7226], [18.7560, 17.1209, 2.2269], [21.3224, 17.8539, -5.8302], [19.2709, 15.8180, 0.8952], [16.6560, 16.3171, -7.7836], [18.7833, 17.6640, -4.1663], [23.2674, 23.3126, -7.2822], [22.7278, 6.6849, -9.0835], [24.0725, 14.5875, -4.5102], [15.4825, 14.3319, -3.7777], [20.1862, 11.5888, -5.6449], [20.7154, 26.1178, -7.0833], [23.6503, 10.1195, -5.0420], [21.3749, 26.8341, -8.9532], [23.8317, 9.6640, -4.0579], [17.1881, 16.6537, -6.7767], [23.8020, 20.7117, -6.4636], [24.4342, 18.5848, -7.5106], [15.3698, 16.3136, -9.6213], [16.7340, 25.6500, -9.3575], [17.2888, 23.3177, -9.3392], [22.5679, 6.9240, -5.1259], [23.8862, 11.9582, -3.2344], [12.9968, 13.8272, -5.8597], [23.7032, 20.5800, -7.5482], [23.1604, 8.4435, -3.9022], [21.1173, 14.7153, 1.1797], [22.3461, 16.6438, 3.4019], [19.5269, 24.6502, -8.5040], [23.8127, 12.5498, -2.4167], [9.5668, 12.6082, -1.0798], [21.8007, 23.2049, -8.2481], [12.7687, 12.3301, -2.0511], [21.6590, 12.5778, -8.0758], [13.4104, 13.6712, -1.8975], [22.1023, 12.2291, -4.3164], [12.6383, 14.9051, -7.6040], [16.8466, 22.2308, -5.4639], [16.9392, 24.0192, -5.5926], [22.4092, 14.5531, -4.8313], [16.5295, 15.0192, -8.1492], [22.4818, 7.9994, -8.6352], [18.1094, 25.0581, -6.9249], [23.0422, 28.0534, -9.0636], [23.5212, 12.4349, -5.2953], [23.3330, 16.6004, -3.0413], [17.0685, 15.1539, -10.1298], [24.2253, 6.8723, -4.6891], [17.3142, 18.8973, -0.4814], [12.9384, 14.1204, -1.0186], [20.9910, 9.3578, -7.3716], [21.3809, 16.3117, 0.9265], [23.6278, 10.3168, -1.9221], [22.0641, 6.3621, -9.8942], [13.3865, 14.5812, -3.0483], [22.3594, 18.4586, -7.5409], [16.1089, 17.1005, -8.7247], [18.0398, 18.9493, -4.2460], [20.6321, 15.7460, 2.8650], [16.7765, 23.6494, -8.4357], [18.6857, 17.1201, 1.2132], [19.2169, 25.7016, -8.5444], [22.5171, 5.9573, -8.2917], [15.3236, 16.7140, -10.6299], [21.6575, 9.3195, -6.5026], [14.3549, 16.0991, -9.2690], [14.4301, 14.1909, -4.0343], [22.1959, 18.4238, -6.1334], [21.8952, 15.6600, 3.5224], [17.6877, 16.2344, -3.3498], [22.7670, 16.1182, -1.5236]],
  "homo_lumo_gap_ev": 8.8,
  "largest_force_ev_per_a": 2.9,
  "de_lowest_kj_mol": 146.3,
  "spin_multiplicity": 1,
  "smiles": "COCCNCCOC.COCCNCCOC.COCCNCCOC.COCCNCCOC.COCCNCCOC.COCCNCCOC.O=C1OCCO1.BrCCBr"
}